No. 1
ORCA calculation (wB97M-V/def2-TZVPD) on a cluster of 12 separate species, C18H45N9O27 in total in a non-equilibrium geometry.

Each line ends with the Mulliken charge.
Element x y z (Å)
C: -2.05706 -2.97464 3.50888  0.2103
N: -1.63369 -3.91347 4.55390  0.9909
O: -1.85309 -3.61096 5.69758  -0.5224
O: -0.99710 -4.89134 4.12181  -0.6351
H: -1.99740 -1.95649 3.89349  0.1263
H: -3.10364 -3.26320 3.41143  0.2466
H: -1.48912 -3.19626 2.60532  -0.4678
C: 4.30224 -3.56188 -1.07637  -0.7490
N: 3.14674 -2.67509 -1.38456  0.6732
O: 2.12778 -3.25435 -1.75116  -0.4429
O: 3.23973 -1.46406 -1.14493  -0.3395
H: 3.83683 -4.42420 -0.59897  0.2147
H: 4.81893 -3.01324 -0.28889  0.3435
H: 4.82923 -3.81222 -1.99708  0.3158
C: -3.99683 1.97162 -0.71570  -0.6082
N: -3.61352 3.22715 -1.48358  0.9506
O: -3.89453 4.29664 -0.97356  -0.5444
O: -3.07889 3.12370 -2.57747  -0.5425
H: -3.12517 1.32148 -0.79080  0.0269
H: -4.82109 1.49404 -1.24542  0.3616
H: -4.39261 2.11470 0.28978  0.3481
C: -0.78766 5.31602 -1.87265  -0.7670
N: -0.81337 5.01441 -0.38158  0.7892
O: -0.89349 5.95658 0.37487  -0.5272
O: -0.84207 3.82738 -0.06553  -0.3553
H: -0.36449 6.30100 -2.06972  0.3359
H: -1.80214 5.43143 -2.25424  0.2935
H: -0.08061 4.67995 -2.40521  0.2238
C: 0.25680 0.33586 -0.25170  -0.7238
N: -0.09251 -0.85902 0.49079  1.1111
O: 0.48069 -1.94620 0.29830  -0.5174
O: -0.91433 -0.65519 1.37262  -0.3451
H: -0.55504 1.06320 -0.25301  0.1323
H: 0.43455 0.06792 -1.29320  -0.0928
H: 1.15546 0.75836 0.19775  0.5474
C: -3.34477 -1.47731 -3.70695  -0.7592
N: -2.01181 -1.20264 -3.18919  0.7733
O: -1.12339 -1.91505 -3.52418  -0.5528
O: -1.87079 -0.26994 -2.41006  -0.2638
H: -3.35236 -2.54740 -3.91423  0.3174
H: -3.63781 -0.77561 -4.48788  0.3124
H: -4.02890 -1.37613 -2.86444  0.1909
C: 1.26275 -4.53692 1.47663  -0.0065
N: 1.53440 -5.95668 1.62082  0.9722
O: 1.40612 -6.65436 0.55857  -0.1828
O: 1.92186 -6.44949 2.71986  -0.1526
H: 0.22136 -4.45689 1.16484  0.0827
H: 1.85963 -4.14348 0.65381  -0.1406
H: 1.37243 -3.97355 2.40328  0.3829
C: 2.33783 2.94248 3.32215  -0.6413
N: 1.19499 2.10754 3.83036  0.7155
O: 0.68790 2.40697 4.90397  -0.4775
O: 0.68549 1.27632 3.04817  -0.4054
H: 3.15955 2.34974 2.92021  0.1894
H: 2.60768 3.61793 4.13396  0.3534
H: 1.96690 3.63253 2.56430  0.2518
C: -2.91569 1.26989 3.44717  -0.2219
N: -3.31220 0.29261 4.42070  0.9101
O: -2.92796 0.43831 5.54669  -0.5666
O: -4.02897 -0.58546 4.07557  -0.4922
H: -2.78148 0.81676 2.46495  -0.0654
H: -1.89098 1.49012 3.74644  0.0662
H: -3.60854 2.11123 3.46127  0.3499
C: -3.12206 -3.10561 0.22353  -0.3399
O: -4.31503 -2.96959 1.02479  -0.3813
C: -5.19150 -1.95080 0.77166  0.8661
O: -5.09107 -1.05555 -0.10098  -0.5647
O: -6.33072 -2.11620 1.52822  -0.3407
C: -6.35278 -2.89793 2.71078  -0.5821
H: -3.49492 -3.62960 -0.65652  0.4737
H: -2.36927 -3.72767 0.70773  0.0546
H: -2.69396 -2.16579 -0.12515  0.0012
H: -6.00659 -3.90399 2.47392  0.2710
H: -7.38177 -3.08386 3.01852  0.3188
H: -5.70788 -2.58727 3.53278  0.1960
C: 3.93205 3.77458 -5.58360  -0.7302
O: 3.06952 3.02760 -4.72460  -0.2400
C: 3.01555 1.69922 -4.87594  0.7480
O: 3.70311 0.95292 -5.57687  -0.6106
O: 2.05794 1.26601 -4.08999  -0.2547
C: 1.79393 -0.08627 -3.93237  -0.2925
H: 3.77817 4.82942 -5.35616  0.2516
H: 3.58899 3.72507 -6.61702  0.3258
H: 4.97017 3.48802 -5.41540  0.3082
H: 2.13047 -0.65045 -4.80217  0.4425
H: 0.72547 -0.30089 -3.95346  -0.0048
H: 2.31598 -0.45171 -3.04805  0.0729
C: 3.40110 2.90663 -1.49819  -0.5159
O: 3.90997 2.77543 -0.21726  -0.2960
C: 4.85831 1.87917 0.06145  0.8976
O: 5.47772 1.12793 -0.71692  -0.6222
O: 5.27401 2.15733 1.27324  -0.3118
C: 6.58898 1.84478 1.70927  -0.8287
H: 2.67346 2.10651 -1.63407  0.0083
H: 4.12318 2.71337 -2.29151  0.4277
H: 2.85490 3.84899 -1.45682  0.2927
H: 6.73587 0.83240 2.08557  0.3126
H: 6.98902 2.62220 2.36019  0.2859
H: 7.27642 1.84463 0.86338  0.3601

Values from the calculation:
Spin multiplicity: 2
Lowest unoccupied orbital energy (alpha / beta), eV: -7.489 / -10.918
Total charge: +1
<S²>: 0.76

=====

No. 2
ORCA calculation (wB97M-V/def2-TZVPD) on a cluster of 5 separate species, C18H45O6S5 in total in a non-equilibrium geometry.

Each line ends with the Mulliken charge.
Element x y z (Å)
C: 3.14603 -2.51221 -0.45216  -1.0289
C: 2.61327 -3.31779 -1.58487  0.8311
O: 2.53155 -4.53379 -1.63391  -0.5987
O: 2.16948 -2.52259 -2.62921  -0.3327
C: 0.74303 -2.63297 -2.75929  -0.2664
C: 0.22468 -1.40462 -3.49340  -0.8465
C: -1.07964 -0.82454 -2.94557  -0.7141
C: -1.17002 -0.69705 -1.42369  -0.1201
C: -2.58590 -0.19539 -0.99436  -1.0237
C: -3.43603 -1.33594 -0.43199  -1.0482
C: -4.09143 -2.19675 -1.50501  -0.2978
C: -4.79909 -3.37520 -0.81807  -0.5082
S: -5.21183 -4.69955 -2.00683  -0.0542
H: 2.32178 -2.11426 0.13328  0.2158
H: 3.70112 -1.65906 -0.82312  0.3383
H: 3.77053 -3.12914 0.18286  0.3864
H: 0.31211 -2.75524 -1.76916  0.2255
H: 0.53334 -3.54316 -3.32178  0.2828
H: 0.04468 -1.70384 -4.52507  0.2706
H: 1.01742 -0.66522 -3.53666  0.4087
H: -1.16496 0.19050 -3.33299  0.3093
H: -1.95527 -1.35001 -3.32536  0.3395
H: -1.02959 -1.64518 -0.91542  0.1559
H: -0.43544 0.00979 -1.05199  0.2507
H: -2.46745 0.54834 -0.21477  0.3782
H: -3.08105 0.22089 -1.86785  0.4946
H: -4.23920 -0.92481 0.18241  0.4734
H: -2.85192 -1.98087 0.22245  0.4885
H: -3.37652 -2.60735 -2.21546  0.1663
H: -4.84604 -1.63518 -2.05108  0.2759
H: -4.19823 -3.79013 -0.01518  0.5109
H: -5.76249 -3.09927 -0.40184  0.4306
H: -4.79444 -5.84255 -1.43472  0.2992
H: -4.33760 -4.52879 -3.01496  0.3022
C: 6.24760 -3.59747 -5.01038  -0.8880
S: 6.25754 -4.15653 -3.30174  0.5630
O: 7.51724 -4.91386 -3.09808  -0.6557
C: 4.93884 -5.35962 -3.49073  -0.9131
H: 7.03840 -2.85928 -5.12385  0.3194
H: 6.43527 -4.44314 -5.67187  0.3063
H: 5.28393 -3.13980 -5.23531  0.2969
H: 5.21166 -6.08823 -4.25491  0.4339
H: 4.01739 -4.84595 -3.76098  0.2393
H: 4.80378 -5.85993 -2.53531  0.2881
C: 2.92740 0.95186 3.08157  -0.9170
S: 1.67425 1.02193 1.80347  0.3864
O: 2.15637 0.13611 0.69426  -0.4944
C: 2.00556 2.70257 1.27253  -0.8834
H: 2.92586 -0.05595 3.49279  0.3157
H: 3.90147 1.16975 2.64303  0.2968
H: 2.67904 1.67185 3.85679  0.3476
H: 3.04720 2.77980 0.95951  0.3220
H: 1.79284 3.38219 2.09190  0.3416
H: 1.35161 2.91741 0.42865  0.2757
C: 0.73376 3.93039 6.71108  -1.0128
S: -0.09424 3.64903 5.14439  0.4546
O: 0.95177 3.18233 4.18053  -0.5410
C: -0.40561 5.37624 4.78390  -0.7001
H: 1.05562 2.96599 7.09804  0.3514
H: 1.59925 4.57468 6.55775  0.3035
H: 0.03351 4.38881 7.40836  0.3910
H: 0.53807 5.92338 4.76616  0.4337
H: -1.07282 5.78815 5.53849  0.4148
H: -0.88791 5.44088 3.81386  -0.1303
C: -5.19227 4.78204 2.10537  -1.0153
S: -3.48270 4.91276 2.64240  0.6282
O: -3.49978 5.32857 4.06789  -0.6100
C: -3.09363 6.37259 1.66726  -0.9182
H: -5.64427 3.94609 2.63466  0.3189
H: -5.72274 5.70226 2.34858  0.3177
H: -5.22089 4.59626 1.03162  0.3682
H: -3.76549 7.18507 1.94303  0.3159
H: -3.19209 6.13691 0.60773  0.3403
H: -2.06572 6.65681 1.88241  0.3139

Values from the calculation:
Spin multiplicity: 1
Lowest unoccupied orbital energy, eV: -3.806
Total charge: +1

=====

No. 3
ORCA calculation (wB97M-V/def2-TZVPD) on a structure of composition C18H46F2NO12S2Tl in a non-equilibrium geometry.

Each line ends with the Mulliken charge.
Element x y z (Å)
Tl: -3.72033 2.08539 -0.58712  0.8818
N: -1.13433 1.35516 0.30019  0.0406
S: 0.01299 1.90406 1.27335  0.5407
O: 1.12944 2.49074 0.61282  -0.4452
O: 0.21504 1.14341 2.44849  -0.4467
F: -0.80736 3.17327 1.80781  -0.2864
S: -0.35101 0.19134 -0.52983  0.9060
O: 0.37910 -0.73844 0.24501  -0.4464
O: 0.13206 0.56813 -1.80816  -0.4325
F: -1.64429 -0.62765 -0.92485  -0.3942
C: 3.46707 4.67501 -2.81397  -0.5855
C: 2.26319 3.93177 -2.21568  -0.4782
C: 2.55431 2.48715 -2.64513  0.2791
O: 3.89907 2.41621 -2.99476  -0.2417
C: 4.55178 3.62267 -2.60317  -0.3686
H: 3.72826 5.57694 -2.26268  0.3518
H: 3.32580 4.89079 -3.87086  0.2867
H: 1.32376 4.33968 -2.58130  0.3848
H: 2.25687 3.97594 -1.12438  0.2674
H: 1.93168 2.07181 -3.45524  0.2301
H: 2.35591 1.79787 -1.78790  -0.0860
H: 5.47832 3.71209 -3.16483  0.3395
H: 4.81318 3.54187 -1.53019  0.2793
C: -0.86408 -1.73683 3.46965  0.2344
C: -0.97054 -3.16072 4.09249  -0.6375
C: -1.41841 -2.90336 5.52951  -0.3137
O: -1.95528 -1.60892 5.53591  -0.3086
C: -1.18247 -0.81450 4.63885  -0.2871
H: -1.64029 -1.73109 2.70657  0.0333
H: 0.10240 -1.59752 3.00026  0.1568
H: -0.02413 -3.70235 4.05292  0.2815
H: -1.64502 -3.83113 3.55856  0.3175
H: -0.54108 -2.92693 6.21023  0.2798
H: -2.13686 -3.61524 5.93391  0.3272
H: -0.37890 -0.42161 5.28446  0.2799
H: -1.76873 0.04235 4.30582  0.1140
C: -1.37551 4.44328 4.73850  -0.2756
C: -1.86764 5.82399 4.29823  -0.5332
C: -0.86915 6.75437 5.00484  -0.3880
O: 0.24635 5.94872 5.36784  -0.2972
C: 0.11681 4.66965 4.80544  -0.2494
H: -1.64062 3.63187 4.06364  0.1595
H: -1.76388 4.18247 5.72395  0.3148
H: -2.91318 5.93916 4.57032  0.3726
H: -1.75728 5.91811 3.21550  0.2441
H: -1.31558 7.23841 5.87362  0.2935
H: -0.41103 7.45709 4.29930  0.2984
H: 0.64080 3.91398 5.40526  0.3283
H: 0.66829 4.62941 3.84297  0.1920
O: 0.69068 -3.59585 0.51013  -0.6274
H: 0.94576 -2.78464 0.96066  0.2994
H: -0.21256 -3.43043 0.21954  0.2653
O: -0.72539 -0.52781 -4.37478  -0.6992
H: -0.48272 -0.12993 -3.53170  0.3453
H: -0.98578 -1.43397 -4.16202  0.4417
O: -3.29200 0.57163 -3.20128  -0.5220
H: -2.67247 0.29445 -3.90321  0.3221
H: -4.01517 0.99723 -3.67485  0.2892
C: -2.42721 -4.00541 -1.72145  -0.2707
C: -1.98881 -4.50725 -3.07193  0.5306
C: -3.10577 -5.11928 -3.88848  -1.5543
O: -1.37421 -3.36873 -3.71498  -0.4786
H: -2.95506 -4.77015 -1.15405  0.4754
H: -3.05338 -3.11759 -1.81153  0.2679
H: -1.52482 -3.74650 -1.15939  -0.6021
H: -1.20498 -5.26050 -2.93216  0.1785
H: -2.77188 -5.74869 -4.71472  0.4274
H: -3.82769 -4.39762 -4.27134  0.3403
H: -3.63266 -5.80037 -3.21363  0.3937
H: -1.21762 -3.57356 -4.64379  0.2502
C: 1.95331 -1.89222 -2.84146  -0.3904
C: 2.84058 -3.02111 -2.37568  0.5015
C: 2.24425 -4.42788 -2.65326  -0.9432
O: 4.07673 -2.89250 -3.06075  -0.4443
H: 1.80483 -1.93489 -3.92509  0.4313
H: 2.44712 -0.92812 -2.68941  0.1128
H: 1.01057 -1.92513 -2.30513  -0.1785
H: 3.05652 -2.87830 -1.29840  0.1583
H: 2.69536 -5.12744 -1.95017  0.4285
H: 2.34542 -4.70507 -3.69656  0.4009
H: 1.18479 -4.39289 -2.38731  -0.0502
H: 4.67873 -3.54741 -2.67797  0.3866

Values from the calculation:
Spin multiplicity: 1
Lowest unoccupied orbital energy, eV: -12.451
Total charge: +2